# 1
C18H45N3O6Pb as an isolated structure in a non-equilibrium geometry. Source: OMol25; level of theory: wB97M-V/def2-TZVPD.

Output
LUMO level (spin up / spin down) = -8.32 / -13.20 eV
spin multiplicity = 2
orbital gap (spin up / spin down) = 9.33 / 4.43 eV
total charge = +3

Cartesian coordinates (Å):
Pb -21.6597 -0.5888 16.0284
C -20.2402 -5.1018 11.6393
O -20.1830 -4.0712 12.5392
C -19.2055 -4.2317 13.5432
C -19.5111 -3.3125 14.7673
N -20.0980 -2.0383 14.4840
C -19.1496 -1.2170 13.8391
C -19.8568 0.0989 13.5617
O -20.3751 0.8244 14.7319
C -20.6378 2.2357 14.5470
H -19.3874 -5.1771 10.9646
H -21.1867 -4.9762 11.1134
H -20.4035 -6.0444 12.1618
H -18.3237 -3.8943 12.9986
H -18.8996 -5.2494 13.7855
H -18.5728 -3.1617 15.3011
H -20.1620 -3.9058 15.4096
H -20.4928 -2.5527 13.7097
H -18.8239 -1.6770 12.9062
H -18.3698 -1.0278 14.5767
H -20.7273 -0.0828 12.9313
H -19.1190 0.7662 13.1162
H -21.4781 2.6626 15.0946
H -20.8445 2.1772 13.4784
H -19.6973 2.7547 14.7320
C -22.7514 -4.3449 15.2861
O -22.7231 -3.1082 16.0845
C -22.8517 -3.6134 17.4564
C -22.8400 -2.5896 18.5868
N -21.7945 -1.5686 18.5414
C -20.3998 -2.1345 18.6063
C -19.2655 -1.1550 18.3441
O -19.2376 -0.5886 17.0052
C -18.2058 0.3937 16.9198
H -21.9376 -4.1572 14.5857
H -23.6643 -4.6259 14.7609
H -22.4346 -5.2804 15.7472
H -22.1537 -4.4187 17.6853
H -23.8602 -4.0263 17.4795
H -22.6876 -3.1580 19.5044
H -23.8210 -2.1145 18.5875
H -21.7126 -1.2781 19.5053
H -20.3098 -3.0139 17.9686
H -20.1144 -2.5933 19.5529
H -18.3133 -1.5291 18.7203
H -19.6249 -0.3166 18.9407
H -18.3782 0.8565 15.9481
H -17.2135 -0.0517 16.8485
H -18.1932 1.0802 17.7664
C -20.7140 2.6834 18.1062
O -21.6730 1.7192 17.9850
C -22.9650 2.2710 17.9722
C -23.9662 1.1164 17.9156
N -23.9156 0.3106 16.6941
C -24.5409 1.0342 15.5528
C -24.6313 0.1120 14.3441
O -23.3652 -0.6453 14.2107
C -23.4526 -1.3504 12.9667
H -20.1490 2.8157 17.1834
H -20.0512 2.5327 18.9583
H -20.9991 3.7149 18.3129
H -23.0765 2.9826 17.1541
H -23.1122 2.7548 18.9378
H -24.9855 1.5016 17.9433
H -23.8008 0.3799 18.7020
H -24.5889 -0.4311 16.8234
H -23.8804 1.7712 15.0960
H -25.4562 1.4490 15.9751
H -24.9174 0.6450 13.4373
H -25.4182 -0.6422 14.3298
H -24.0212 -0.8664 12.1727
H -23.8180 -2.3682 13.1042
H -22.4632 -1.3769 12.5100


# 2
C28H39CoF3N8O3PS as an isolated structure in a non-equilibrium geometry. Source: OMol25; level of theory: wB97M-V/def2-TZVPD.

Output
LUMO level (spin up / spin down) = -5.45 / -8.72 eV
spin multiplicity = 5
orbital gap (spin up / spin down) = 8.73 / 5.46 eV
total charge = +2

Cartesian coordinates (Å):
Co 13.2585 14.7151 12.0201
F 15.0717 19.6485 13.0257
C 15.7784 19.3914 11.9073
F 14.9715 19.7645 10.8960
F 16.8852 20.1743 11.9265
C 16.0440 17.9268 11.7215
C 17.3155 17.4600 11.2519
C 17.5271 16.1362 11.0763
C 16.4755 15.2611 11.4837
N 15.3197 15.6601 11.8362
C 14.9898 16.9840 11.9431
S 13.3945 17.2587 12.3387
H 18.1351 18.1837 11.0860
H 18.5526 15.7641 10.9866
H 16.6579 14.2097 11.4776
O 11.3867 14.7403 11.7115
P 10.0930 15.0336 10.8826
N 9.1881 16.1185 11.7053
C 9.4860 16.4858 13.0715
C 9.5306 18.0456 13.0458
C 8.6535 18.3894 11.7677
C 8.2444 17.0229 11.1618
N 9.0954 13.7497 10.7624
C 8.1590 13.5635 11.9242
C 8.0733 12.0925 12.1187
C 8.2566 11.5065 10.6982
C 9.4966 12.3974 10.2318
N 10.5295 15.3841 9.3388
C 11.3136 16.6326 9.2334
C 11.0643 17.1332 7.8071
C 9.6739 16.5358 7.4604
C 9.6703 15.1847 8.1427
H 10.4155 16.1656 13.4083
H 8.7224 16.1032 13.7678
H 10.5614 18.3690 12.9014
H 9.1411 18.5791 13.9317
H 9.2484 18.9617 11.0187
H 7.8723 19.1394 11.9835
H 8.4613 17.1692 10.1068
H 7.1875 16.7764 11.3958
H 7.2128 13.9460 11.7497
H 8.6202 14.0194 12.7839
H 7.2142 11.8436 12.6805
H 8.9796 11.7066 12.6855
H 7.3949 11.8627 10.1550
H 8.5585 10.4479 10.6332
H 9.7134 12.3761 9.1360
H 10.4362 11.9816 10.6178
H 12.3522 16.5326 9.4847
H 10.9329 17.4371 9.8518
H 11.8215 16.9682 7.0566
H 10.9565 18.1633 7.7620
H 9.4252 16.5504 6.3972
H 8.9590 17.2382 7.9130
H 10.1017 14.3310 7.5464
H 8.6758 14.8419 8.4549
O 15.6622 6.8945 11.6933
C 14.2946 7.1431 11.3589
N 14.1311 8.4395 10.5938
C 14.5062 9.5431 11.2108
O 14.8983 9.4898 12.3987
C 14.3316 10.8641 10.5168
C 14.2424 10.9969 9.1242
C 13.9574 12.2952 8.6223
C 13.6495 13.3232 9.5200
N 13.7690 13.1998 10.8288
C 14.0474 11.9593 11.2739
H 15.9409 7.5669 12.3039
H 13.7014 7.2755 12.2741
H 13.9361 6.3801 10.6606
H 14.0549 8.2880 9.5840
H 14.5916 10.2223 8.4293
H 13.8108 12.4957 7.5469
H 13.1906 14.2444 9.1575
H 14.1590 11.7407 12.3560
N 13.4560 12.4412 15.5996
C 12.2350 12.0286 15.1367
C 11.9673 12.8670 14.1166
N 13.0420 13.7121 13.8918
C 13.9273 13.4357 14.8558
H 13.9602 12.0967 16.4333
H 11.6489 11.2265 15.5285
H 11.1371 12.8606 13.4704
H 14.8470 13.9802 15.1344


# 3
A 2-piece molecular cluster, C7H11NOS2 overall in a non-equilibrium geometry. Source: OMol25; level of theory: wB97M-V/def2-TZVPD.

Output
relative energy (zero: lowest compared OMol25 entry of this formula, charge and spin) = 27.21 kcal per mole
LUMO level (spin up / spin down) = 0.75 / -2.33 eV
spin multiplicity = 3
orbital gap (spin up / spin down) = 7.71 / 6.95 eV

Cartesian coordinates (Å):
C 2.6508 1.0130 1.4145
C 1.9319 0.3779 0.5312
C 3.8219 1.8488 1.0400
C 2.1910 0.2843 -0.8341
C -1.4146 0.7606 -0.5008
C -2.9254 -2.0021 0.2921
C -1.6905 -0.3161 -1.4228
N 2.3559 0.1620 -1.9675
O -0.2178 -1.5133 0.4485
S 4.8696 1.2077 0.0253
S -1.2276 -1.9244 -0.5455
H 2.3117 1.1200 2.3505
H 1.0411 -0.1313 0.8666
H 3.9868 2.8393 1.5835
H -0.2975 0.9457 -0.6081
H -2.0199 1.7546 -0.5789
H -1.5967 0.2742 0.5001
H -3.6928 -1.9841 -0.4113
H -3.0732 -2.9633 0.7905
H -3.0980 -1.0666 0.8926
H -1.1580 -0.0242 -2.3023
H -2.7487 -0.6628 -1.5640


- What is the spin multiplicity in the third record?
  3